No. 1
16
Properties=species:S:1:pos:R:3:nbo_charge:R:1 method="wB97M-V/def2-TZVPD" charge=+1 gap_ha=0.322 de_lowest_kj_mol=323.29 energy_ha=-362.97415 lumo_energy_ev=-4.6 e_homo_ha=-0.4918
C 1.26 0.79 0.77 -0.080
C 0.01 1.26 0.46 -0.183
C 1.31 -0.66 0.26 -0.358
C 1.16 0.14 -1.02 0.144
C -0.14 -1.16 0.63 -0.444
C -0.87 0.10 -0.07 0.424
N -0.22 0.00 -1.54 -0.611
O -2.23 0.19 -0.02 -0.677
H 2.02 1.40 1.28 0.288
H -0.25 2.35 0.52 0.279
H 2.13 -1.35 0.29 0.289
H -0.46 -2.14 0.25 0.247
H -0.24 -1.30 1.74 0.267
H -0.40 0.65 -2.27 0.451
H -0.45 -0.89 -1.97 0.446
H -2.62 0.62 0.69 0.517

No. 2
18
Properties=species:S:1:pos:R:3:nbo_charge:R:1 method="wB97M-V/def2-TZVPD" charge=+1 gap_ha=0.241 de_lowest_kj_mol=190.22 energy_ha=-836.46947 lumo_energy_ev=-6.4 e_homo_ha=-0.4769
C 0.22 -2.05 -0.06 -0.120
C -0.62 2.62 2.69 -0.715
C -0.09 -2.80 1.16 0.500
C -0.65 1.36 2.35 0.743
C 0.40 -0.08 -1.20 -0.309
C 0.08 -1.00 -2.38 -0.499
N 0.40 -0.74 0.00 -0.239
O -0.13 -2.22 2.33 -0.499
O -0.65 0.19 2.10 -0.564
S 0.12 -2.76 -1.65 0.301
H -0.30 3.51 2.14 0.292
H -1.20 2.80 3.59 0.288
H -0.35 -3.86 1.08 0.236
H 1.38 0.39 -1.15 0.270
H -0.18 0.83 -1.14 0.263
H -0.77 -0.94 -2.95 0.241
H 0.83 -0.87 -3.24 0.258
H 0.08 -1.26 2.35 0.553

No. 3
19
Properties=species:S:1:pos:R:3:nbo_charge:R:1 method="wB97M-V/def2-TZVPD" charge=0 smiles="OP(O)(O)=Nc1ccccc1" gap_ha=0.293 de_lowest_kj_mol=0.00 energy_ha=-855.27713 lumo_energy_ev=0.3 e_homo_ha=-0.2815
O -3.54 -0.86 0.00 -0.981
P -2.23 -0.04 0.13 2.312
O -2.14 0.78 -1.27 -0.976
O -2.72 1.06 1.30 -0.952
N -0.95 -1.27 0.25 -0.925
C 0.29 -0.68 0.14 0.173
C 1.46 -1.42 -0.08 -0.271
C 2.67 -0.79 -0.24 -0.161
C 2.85 0.57 -0.20 -0.295
C 1.68 1.34 -0.05 -0.163
C 0.44 0.70 0.20 -0.347
H -3.41 -1.76 -0.15 0.527
H -1.16 1.16 -1.35 0.535
H -3.26 0.55 1.93 0.510
H 1.28 -2.46 -0.16 0.216
H 3.53 -1.34 -0.54 0.202
H 3.87 0.71 -0.21 0.221
H 1.72 2.49 0.06 0.214
H -0.39 1.27 0.25 0.160

No. 4
19
Properties=species:S:1:pos:R:3:nbo_charge:R:1 method="wB97M-V/def2-TZVPD" charge=+1 smiles="O=C1O[C@H](O)C2=C1[NH2+]COC2" gap_ha="0.324 / 0.324" de_lowest_kj_mol=177.39 energy_ha=-588.74304 lumo_energy_ev="-5.5 / -5.5" e_homo_ha="-0.5253 / -0.5253"
O -2.50 -1.94 -0.13 -0.508
C -1.85 -0.95 0.04 0.716
O -2.39 0.24 0.41 -0.457
C -1.44 1.33 0.42 0.270
O -2.00 2.24 -0.48 -0.671
C -0.10 0.79 0.28 0.140
C -0.38 -0.84 0.21 -0.024
N 0.72 -1.75 0.24 -0.565
C 1.87 -1.00 -0.55 0.125
O 2.16 0.13 0.07 -0.493
C 1.30 1.35 0.12 -0.134
H -1.61 1.79 1.39 0.228
H -2.48 1.75 -1.14 0.497
H 1.03 -1.89 1.13 0.441
H 0.30 -2.66 -0.22 0.479
H 2.76 -1.48 -0.40 0.223
H 1.65 -0.94 -1.71 0.215
H 1.45 1.99 -0.75 0.258
H 1.51 1.87 1.06 0.259

No. 5
20
Properties=species:S:1:pos:R:3:nbo_charge:R:1 method="wB97M-V/def2-TZVPD" charge=+1 gap_ha=0.340 energy_ha=-986.90409 lumo_energy_ev=-4.9 e_homo_ha=-0.5185
C -0.19 2.51 0.10 -0.657
C 0.76 1.49 0.20 0.599
C -1.50 2.40 0.30 0.852
C -0.06 -2.57 -1.00 -0.219
C -0.36 -2.97 0.36 -0.208
C 2.22 1.91 0.34 -0.718
N -1.31 -2.19 -0.44 -0.649
O -2.61 2.32 0.60 -0.329
O -2.21 -0.38 1.02 -0.772
O -1.88 -0.01 -1.42 -0.775
O 0.52 0.19 0.16 -0.714
S -1.69 -0.72 -0.22 2.461
H 0.23 3.54 0.07 0.309
H 0.71 -1.84 -1.07 0.252
H -0.05 -3.34 -1.74 0.248
H -0.47 -4.08 0.77 0.281
H 0.07 -2.34 1.17 0.239
H 2.71 2.33 -0.64 0.278
H 2.77 0.93 0.61 0.271
H 2.33 2.81 0.84 0.254

No. 6
23
Properties=species:S:1:pos:R:3:nbo_charge:R:1 method="wB97M-V/def2-TZVPD" charge=-1 gap_ha="0.231 / 0.231" de_lowest_kj_mol=204.32 energy_ha=-890.06032 lumo_energy_ev="3.4 / 3.4" e_homo_ha="-0.1076 / -0.1077"
C 1.70 -0.93 0.08 -0.070
C 1.04 2.43 0.39 0.935
C 1.00 -0.72 -1.28 -0.467
C 0.03 0.38 1.04 0.118
C -0.53 -0.97 -0.99 0.490
C -1.05 0.02 0.02 0.397
N 1.10 -0.45 1.15 0.064
O 0.30 3.35 0.55 -0.649
O 1.50 -0.66 2.33 -0.624
O 2.10 2.05 0.00 -0.605
O -0.34 0.90 2.27 -0.772
O -1.15 -0.86 -2.22 -0.747
O -0.54 -2.34 -0.64 -0.705
O -2.26 -0.52 0.59 -0.712
O -1.48 1.18 -0.65 -0.750
H 2.38 -1.86 0.37 0.204
H 0.86 0.34 -1.65 0.216
H 1.46 -1.26 -2.13 0.228
H 0.44 0.55 2.90 0.507
H -1.35 0.04 -2.51 0.497
H -1.47 -2.65 -0.84 0.477
H -2.42 0.05 1.26 0.466
H -1.31 1.93 -0.04 0.505

No. 7
16
Properties=species:S:1:pos:R:3:nbo_charge:R:1 method="wB97M-V/def2-TZVPD" charge=0 gap_ha=0.279 de_lowest_kj_mol=563.98 energy_ha=-383.69531 lumo_energy_ev=0.3 e_homo_ha=-0.2689
C -1.53 -1.84 -0.15 -0.737
C -0.81 -0.82 -0.95 0.884
O 0.83 -0.78 -0.43 -0.781
O -1.04 -0.34 -2.01 -0.478
H 1.55 -0.81 -1.09 0.507
H -1.43 -2.80 -0.68 0.265
H -2.59 -1.58 -0.10 0.253
H -1.12 -1.92 0.85 0.264
C 1.06 1.02 -0.13 -0.161
C 2.25 1.18 0.58 -0.576
C -0.29 1.24 0.48 -0.043
C -1.25 1.53 1.15 -0.257
H 1.07 1.49 -1.11 0.220
H 2.34 0.79 1.59 0.194
H 3.02 1.81 0.17 0.207
H -2.05 1.81 1.81 0.240

No. 8
16
Properties=species:S:1:pos:R:3:nbo_charge:R:1 method="wB97M-V/def2-TZVPD" charge=0 smiles=C1[C@@H]2O[C@@H]3CO[C@H]1[C@H]23 gap_ha=0.371 de_lowest_kj_mol=553.07 energy_ha=-383.69946 lumo_energy_ev=1.0 e_homo_ha=-0.3353
C 0.16 -0.81 -1.40 -0.439
C -0.70 0.49 -1.34 0.123
O 0.05 1.37 -0.73 -0.556
C -0.25 1.01 0.80 0.080
C 0.91 0.26 1.62 -0.098
O 0.98 -0.95 0.85 -0.559
C -0.17 -1.28 0.01 0.049
C -1.12 -0.02 0.16 -0.279
H 1.30 -0.67 -1.69 0.232
H -0.22 -1.59 -2.18 0.192
H -1.40 0.96 -2.11 0.192
H -0.65 1.89 1.15 0.203
H 2.10 0.51 1.83 0.245
H 0.32 0.09 2.64 0.168
H -0.41 -2.41 -0.26 0.233
H -2.21 -0.12 0.67 0.214

No. 9
21
Properties=species:S:1:pos:R:3:nbo_charge:R:1 method="wB97M-V/def2-TZVPD" charge=+1 gap_ha=0.288 energy_ha=-1348.91204 lumo_energy_ev=-4.4 e_homo_ha=-0.4502
O -1.72 -0.52 -1.95 -0.937
P -2.78 0.58 -2.26 1.257
S -4.64 -0.20 -2.48 -0.152
H -1.63 -1.26 -2.57 0.548
H -2.40 1.27 -3.41 0.010
H -2.72 1.43 -1.17 0.067
H -5.23 0.80 -1.81 0.203
C 1.44 -1.60 1.44 -0.377
C 0.36 -0.97 0.97 0.314
C 0.37 0.51 0.61 0.493
O -0.69 0.95 0.17 -0.642
C 1.56 1.27 0.79 -0.423
C 2.66 0.65 1.27 0.379
C 2.66 -0.84 1.62 0.471
O 3.71 -1.28 2.03 -0.502
O 3.80 1.24 1.48 -0.597
O -0.83 -1.52 0.76 -0.630
H 1.45 -2.65 1.71 0.257
H 1.55 2.33 0.55 0.251
H 4.42 0.56 1.83 0.518
H -1.35 -0.77 0.42 0.493

No. 10
16
Properties=species:S:1:pos:R:3:nbo_charge:R:1 method="wB97M-V/def2-TZVPD" charge=0 smiles="OC(=S)/C=C/C1CC1" gap_ha=0.314 de_lowest_kj_mol=138.61 energy_ha=-706.79337 lumo_energy_ev=-0.2 e_homo_ha=-0.3217
O -2.54 1.80 0.55 -0.659
C -1.37 1.82 1.16 0.235
S -0.98 2.75 2.49 -0.144
C -0.40 0.84 0.65 -0.334
C -0.67 -0.04 -0.33 -0.067
C 0.26 -1.02 -0.92 -0.288
C 1.22 -1.80 -0.08 -0.396
C 1.73 -0.73 -1.00 -0.400
H -3.16 2.39 1.02 0.507
H 0.64 0.92 0.98 0.226
H -1.63 0.01 -0.76 0.215
H -0.11 -1.54 -1.77 0.221
H 1.51 -2.81 -0.40 0.221
H 1.06 -1.67 0.98 0.225
H 2.25 -1.14 -1.86 0.217
H 2.18 0.21 -0.70 0.223